Entry 1:
{"formula": "CHNO3P", "method": "ωB97M-V/def2-TZVPD", "species": ["P", "O", "H", "O", "C", "O", "N"], "xyz": [[0.331, -1.206, 0.144], [0.452, -2.495, 0.789], [-1.143, -0.869, 1.475], [1.511, 1.504, -1.075], [0.375, 1.578, -1.039], [-0.790, 1.677, -1.063], [-0.738, -0.190, 0.769]], "forces_ev_per_a": [[-0.34, 3.48, -1.67], [0.37, -3.65, 1.62], [0.05, 1.13, -0.24], [2.48, 0.16, 0.02], [-3.73, 0.12, -0.14], [1.24, 0.54, -0.47], [-0.07, -1.79, 0.89]], "total_energy_ha": -660.63486, "lumo_ha": 0.1367, "mol_weight_g_mol": 105.997, "gap_ev": 7.29, "relative_energy_ev": 0.716, "fmax_ev_per_a": 4.010, "total_charge": -1}

Entry 2:
{"formula": "C3H8N2O", "method": "ωB97M-V/def2-TZVPD", "species": ["C", "H", "C", "H", "H", "N", "H", "N", "H", "O", "H", "H", "C", "H"], "xyz": [[-0.048, 0.184, -1.103], [0.098, -1.994, 0.404], [0.484, 1.320, 0.934], [-0.418, 1.685, 1.445], [0.559, -1.127, 1.870], [0.225, 0.086, 0.218], [0.818, 2.078, 0.226], [-0.497, -0.784, -1.923], [-0.465, 0.037, -2.659], [0.119, 1.228, -1.770], [-1.134, -1.101, 1.339], [1.263, 1.152, 1.682], [-0.092, -1.091, 0.991], [-0.914, -1.674, -1.654]], "forces_ev_per_a": [[0.33, 0.70, 0.34], [-0.03, 0.11, 0.06], [0.08, 0.13, 0.18], [0.09, -0.05, -0.05], [-0.09, 0.00, -0.14], [-0.04, 0.08, -0.18], [-0.07, -0.15, 0.11], [0.23, 0.23, 0.06], [-1.08, -2.64, -0.70], [0.54, 1.07, 1.01], [0.10, 0.01, -0.04], [-0.06, 0.00, -0.05], [-0.03, -0.19, 0.04], [0.04, 0.70, -0.63]], "total_energy_ha": -303.83491, "lumo_ha": 0.0293, "mol_weight_g_mol": 88.110, "gap_ev": 10.21, "smiles": "CN(C)C(N)=O", "relative_energy_ev": 1.557, "fmax_ev_per_a": 2.935, "total_charge": 0}